Entry 1:
{"formula": "C5H10FN2", "method": "ωB97M-V/def2-TZVPD", "gap_ev": 11.11, "e_lumo_ev": -3.557, "charge": 1, "homo_energy_ev": -14.67, "species": ["C", "C", "C", "C", "C", "N", "N", "F", "H", "H", "H", "H", "H", "H", "H", "H", "H", "H"], "positions_angstrom": [[2.36343, -0.38762, -0.21016], [0.30072, 0.96794, 1.20956], [0.01709, 1.35514, -0.30011], [-1.94611, -1.22015, -0.83083], [-0.86653, 0.53018, 0.57311], [3.48467, -0.21316, -0.36900], [-0.97317, -0.79608, 0.11822], [4.77821, -0.08956, -0.78849], [0.12065, 1.66760, 1.95131], [0.78199, 0.67478, -0.68016], [-0.20495, 2.42982, -0.72131], [1.24768, 0.27655, 1.36567], [-1.46308, -1.93623, -1.38434], [-3.00775, -1.54668, -0.73123], [-1.99601, -0.32997, -1.45357], [-1.49174, 0.95692, 1.37861], [-1.11192, -1.15332, 1.02604], [-0.03319, -1.18615, -0.15331]], "lowdin_charge": [0.09, -0.13, -0.03, 0.02, -0.38, 0.05, 0.02, 0.11, 0.09, 0.01, 0.16, 0.10, 0.08, 0.14, 0.12, 0.19, 0.18, 0.18]}

=====

Entry 2:
{"formula": "C5H10FNS", "method": "ωB97M-V/def2-TZVPD", "gap_ev": 9.44, "smiles": "C[C@@]1(F)[C@H](S)C[C@@H]1N", "e_lumo_ev": 0.627, "charge": 0, "homo_energy_ev": -8.81, "species": ["C", "C", "F", "C", "S", "C", "C", "N", "H", "H", "H", "H", "H", "H", "H", "H", "H", "H"], "positions_angstrom": [[0.49579, 1.33267, -1.29173], [-0.30091, 0.64933, -0.18590], [-1.55633, 1.29610, 0.25087], [-0.33431, -0.79055, -0.78028], [-1.75835, -1.86927, -0.25379], [0.83068, -1.08265, 0.07110], [0.57897, 0.17727, 0.88798], [-0.11423, 0.19159, 2.16392], [1.12362, 2.36592, -0.86893], [-0.39307, 1.45784, -2.00059], [1.10440, 0.48141, -1.95741], [-0.06877, -0.90211, -1.93443], [-2.78395, -0.65871, -0.09354], [0.76123, -2.00491, 0.62915], [1.84013, -1.06202, -0.34410], [1.38663, 0.94121, 0.95540], [-1.10189, 0.01263, 1.86335], [0.29035, -0.53576, 2.88892]], "lowdin_charge": [-0.04, -0.50, -0.06, -0.63, 0.68, -0.21, -0.39, 0.04, 0.17, 0.10, 0.14, 0.13, 0.01, 0.10, 0.12, 0.14, 0.06, 0.13]}

=====

Entry 3:
{"formula": "C5H10GdO3", "method": "ωB97M-V/def2-TZVPD", "spin_multiplicity": 8, "gap_ev": [5.10, 8.58], "s2": 16.256, "e_lumo_ev": [-5.986, -4.268], "charge": 1, "homo_energy_ev": [-11.09, -12.85], "species": ["C", "O", "C", "O", "C", "C", "O", "C", "Gd", "H", "H", "H", "H", "H", "H", "H", "H", "H", "H"], "positions_angstrom": [[2.37894, 0.19075, 0.71355], [1.67500, 1.32261, 0.30585], [2.08312, -1.01444, -0.18824], [0.68891, -1.06329, -0.43162], [-0.38893, -1.91830, 0.14493], [-1.37178, -1.15161, 0.93736], [-1.80313, -0.00092, 0.09292], [-3.18204, 0.27913, 0.08946], [-0.05911, 0.99396, -0.37132], [2.12857, -0.08664, 1.75894], [3.47350, 0.35638, 0.68875], [2.42866, -1.96186, 0.25383], [2.55059, -0.86103, -1.17367], [0.10757, -2.67512, 0.76826], [-0.82535, -2.35988, -0.76310], [-0.89391, -0.69597, 1.82635], [-3.40138, 0.95639, -0.74680], [-3.74427, -0.65632, -0.04406], [-3.47804, 0.75260, 1.03744]], "lowdin_charge": [-0.29, -0.40, -0.17, -0.34, -0.16, -0.06, -0.52, -0.06, 1.73, 0.13, 0.14, 0.15, 0.14, 0.14, 0.14, 0.10, 0.10, 0.11, 0.11]}

=====

Entry 4:
{"formula": "C5H10HgO4", "method": "ωB97M-V/def2-TZVPD", "spin_multiplicity": 3, "gap_ev": [8.75, 7.19], "s2": 2.007, "e_lumo_ev": [0.214, -2.533], "charge": 0, "homo_energy_ev": [-8.53, -9.72], "species": ["O", "C", "O", "Hg", "O", "C", "C", "H", "H", "H", "H", "O", "H", "C", "C", "H", "H", "H", "H", "H"], "positions_angstrom": [[0.87720, 2.70554, 3.37487], [0.47250, 1.52108, 3.38402], [0.93726, 0.58365, 4.06911], [2.39006, 2.06214, 4.87396], [-0.57769, 1.27145, 2.54951], [-1.03808, -0.07520, 2.41419], [-2.12369, -0.09796, 1.40959], [-1.38198, -0.42540, 3.40557], [-0.20599, -0.73444, 2.11871], [-2.37778, -1.04389, 0.93156], [-2.79570, 0.75674, 1.31823], [-0.47394, 2.57370, 0.05538], [-0.55825, 2.28865, 0.97786], [1.40672, 1.02544, -0.28481], [0.92294, 2.46420, -0.27844], [2.46556, 0.98121, -0.57710], [1.30808, 0.56989, 0.71118], [0.82452, 0.42237, -0.99632], [1.03066, 2.91096, -1.27711], [1.52772, 3.06469, 0.42325]], "lowdin_charge": [-0.14, -0.83, -0.15, 0.99, -0.06, -0.25, 0.08, 0.13, 0.12, 0.06, 0.07, -0.09, 0.03, -0.09, -0.31, 0.08, 0.06, 0.08, 0.11, 0.11]}

=====

Values for E, Ha, ordered as above
-405.3356; -749.1839; -1187.4999; -650.7868
Values for F_max, eV/Å, ordered as above
5.8; 4.0; 4.4; 2.4